Model 1:
Here is 10 unconnected molecules or ions with the total composition C6H32O10 from the Open Molecules 2025 dataset. Energies are from the ωB97M-V functional and the def2-TZVPD basis.

CARTESIAN COORDINATES (ANGSTROEM)
H -1.57 1.48 1.47
O 0.69 -2.46 -2.03
H 0.40 -2.92 0.82
H 0.13 -2.72 -1.29
O 1.34 -1.60 1.22
H -4.20 0.55 -1.99
H 1.51 -2.37 -1.57
H 2.02 1.37 -0.33
H -0.88 1.77 -1.02
H 0.78 0.28 -3.89
O 3.34 -0.88 -0.31
H -1.57 2.82 -2.16
C -2.21 1.00 -2.60
C -1.05 1.85 -2.07
O 0.98 0.64 3.22
O -2.07 0.96 2.29
O 0.03 -3.76 0.94
H -1.88 0.06 -3.17
H -3.41 -1.31 -0.36
C -3.19 0.51 -1.47
H -0.30 -3.90 1.81
O 0.12 2.71 1.07
H 1.07 1.11 4.00
H 2.39 0.93 2.34
H -2.16 -1.24 -1.70
H 1.38 1.49 -1.81
H -1.13 0.41 0.20
H -3.12 -0.64 2.05
H 4.21 -1.12 0.06
H -2.83 1.49 -3.27
H -0.99 -1.36 0.18
H 3.45 0.02 -0.37
H 0.66 -0.59 -2.55
H -1.47 -1.05 2.55
H -0.22 1.78 -2.71
H 0.21 0.95 2.72
H 0.59 1.98 0.54
C -2.62 -0.66 -0.77
H 3.88 0.44 1.86
O 1.38 1.83 -0.87
C -2.10 -0.40 1.90
O 1.11 0.21 -2.99
H 2.14 -2.02 1.63
H 1.79 -0.85 0.77
O 3.05 0.89 1.63
H -0.34 3.11 0.25
C -1.63 -0.54 0.38
H -3.31 1.27 -0.65

Spin multiplicity: 1
Kohn-Sham gap: 9.7 eV
Highest occupied orbital energy: -0.36178 Eh
SMILES string: CCCCCCO.O.O.O.O.O.O.O.O.O
Total charge: 0


Model 2:
Here is 10 unconnected molecules or ions with the total composition C6H32O10 from the Open Molecules 2025 dataset. Energies are from the ωB97M-V functional and the def2-TZVPD basis.

CARTESIAN COORDINATES (ANGSTROEM)
O -3.41 0.60 -4.70
O 4.13 -2.47 -0.31
H -2.58 0.96 2.04
H 1.86 0.39 4.05
H 3.20 0.08 4.72
H -4.84 -4.31 1.41
C -3.48 0.27 -3.31
H -4.67 -1.61 1.07
O 2.59 -0.24 4.05
H 4.48 2.77 -1.22
C -2.07 0.05 -2.81
H -4.65 -2.87 -0.15
H 0.70 -1.60 0.22
H 0.74 2.71 2.79
H -1.41 0.84 -3.15
C 0.53 -0.53 0.29
H -2.51 -1.59 -0.10
H 2.43 -0.06 1.23
H 4.28 -1.66 0.19
C -4.20 -2.55 0.80
H -0.06 -0.21 -0.57
O -2.28 1.75 1.58
H -4.04 -0.67 -3.18
H 2.54 2.01 0.22
H 0.74 1.42 1.96
H -2.26 -3.30 0.23
H -2.20 -2.20 1.58
H 5.09 0.15 1.87
H 4.58 -2.32 -1.15
O 0.66 2.15 -2.59
H 5.04 0.89 0.54
H -1.70 -0.93 -3.10
O 4.39 2.76 -0.26
H 1.25 2.89 -2.43
H -2.11 0.08 -1.71
H -3.96 1.06 -2.74
H 4.24 3.67 -0.01
H 0.53 1.78 -1.70
H -4.29 0.72 -5.04
O 0.47 1.78 2.82
O -4.52 -3.51 1.82
H -0.07 -0.37 1.19
C 1.86 0.19 0.33
H 2.45 -0.18 -0.52
O 1.66 1.61 0.15
C -2.71 -2.39 0.63
H -1.48 2.02 2.07
O 5.08 0.01 0.92

Spin multiplicity: 1
Kohn-Sham gap: 9.6 eV
Highest occupied orbital energy: -0.36714 Eh
SMILES string: CCO.CCO.CCO.O.O.O.O.O.O.O
Total charge: 0


The structure with the greatest stability is model 2.


Model 1:
Here is 2 unconnected molecules or ions with the total composition C8H19NO from the Open Molecules 2025 dataset. Energies are from the ωB97M-V functional and the def2-TZVPD basis.

CARTESIAN COORDINATES (ANGSTROEM)
C -1.64 1.07 1.40
H -1.04 -2.82 2.02
H 1.10 2.54 1.61
O 1.47 1.74 -1.76
H -0.62 0.61 -3.01
H 0.01 0.17 0.29
H -0.50 -1.85 -0.23
H -1.88 1.70 -2.08
C 0.21 1.93 -1.60
H -2.71 0.46 1.28
H 0.64 -2.09 2.17
H -1.46 2.12 1.76
C -0.85 1.64 -2.58
N -0.03 2.33 -0.22
H -1.08 0.80 2.31
H 1.59 3.61 0.50
H 1.47 -2.56 -1.53
H 2.21 -2.86 0.20
C -0.75 0.89 0.11
C 0.08 -2.82 1.62
C 1.15 2.56 0.64
C 1.51 -2.35 -0.50
H 1.72 1.48 0.45
H 1.85 -1.35 -0.44
H -1.00 2.31 -3.43
H -0.14 -3.44 -0.59
H -1.64 0.67 -0.37
C 0.13 -2.60 0.01
H 0.20 -3.89 1.97

Spin multiplicity: 1
Kohn-Sham gap: 9.8 eV
Highest occupied orbital energy: -0.33246 Eh
SMILES string: CCN(C)C(C)=O.CCC
Total charge: 0


Model 2:
Here is 2 unconnected molecules or ions with the total composition C8H19NO from the Open Molecules 2025 dataset. Energies are from the ωB97M-V functional and the def2-TZVPD basis.

CARTESIAN COORDINATES (ANGSTROEM)
H 1.42 -0.20 2.37
C -2.44 -0.79 0.67
H 2.43 -2.99 -0.55
C 1.43 0.12 0.26
H -0.56 2.78 -0.39
H 3.04 0.09 1.72
H 2.10 -1.12 -2.61
H -3.23 -0.46 1.36
O 0.58 1.11 -0.12
H 3.67 -1.77 -0.23
H -2.06 3.19 -1.05
C -2.13 0.28 -0.37
H -3.02 0.46 -0.98
H 2.55 -2.26 1.04
C -2.11 1.87 0.49
H 1.92 1.43 1.87
H -2.84 -1.69 0.20
C 1.25 -1.10 -1.92
H 0.71 -2.05 -2.05
H -1.53 -0.17 -1.17
N -1.55 2.94 -0.20
H -3.15 2.03 0.75
H -1.52 1.61 1.37
C 1.99 0.37 1.63
H -0.32 0.66 -0.61
H 0.58 -0.31 -2.24
H -1.55 -1.01 1.26
C 1.71 -0.96 -0.50
C 2.63 -2.05 -0.03

Spin multiplicity: 1
Kohn-Sham gap: 8.9 eV
Highest occupied orbital energy: -0.29221 Eh
SMILES string: CC(C)=C(C)O.CCCN
Total charge: 0


The structure with the greatest stability is model 2.


Model 1:
Here is C7H16N2O in the gas phase from the Open Molecules 2025 dataset. Energies are from the ωB97M-V functional and the def2-TZVPD basis.

CARTESIAN COORDINATES (ANGSTROEM)
C -0.73 -2.16 0.77
H -0.66 -2.03 1.85
H 1.90 -1.34 1.20
C 0.47 -0.01 0.24
H 0.09 -2.79 0.43
H 1.79 -1.52 -0.57
H 0.35 2.58 -1.98
C 1.77 -0.81 0.26
H 1.23 1.51 1.59
C 0.61 2.24 -0.97
H 0.35 0.17 2.36
C -2.01 -0.25 0.11
N -0.72 -0.91 0.03
H -0.53 1.45 1.52
H 2.60 -0.12 0.12
C 0.03 0.17 -2.13
N 0.46 0.81 -0.97
H -2.76 -0.88 -0.36
H 0.06 -0.93 -2.10
H -0.06 2.73 -0.26
H -2.33 -0.04 1.14
O -0.25 0.77 -3.15
H -1.98 0.69 -0.44
C 0.37 0.84 1.51
H 1.63 2.53 -0.75
H -1.67 -2.69 0.56

Spin multiplicity: 1
Kohn-Sham gap: 9.2 eV
Highest occupied orbital energy: -0.31083 Eh
SMILES string: CN(C)C(C)(C)N(C)C=O
Total charge: 0


Model 2:
Here is 3 unconnected molecules or ions with the total composition C7H16N2O from the Open Molecules 2025 dataset. Energies are from the ωB97M-V functional and the def2-TZVPD basis.

CARTESIAN COORDINATES (ANGSTROEM)
H -1.18 -0.46 -0.06
H 2.49 -0.83 0.38
H -1.10 1.94 2.65
H -2.29 -0.73 -1.40
C 1.59 -0.95 -0.19
H -0.02 -2.14 -0.46
H 0.64 -1.06 -2.78
H -0.97 -1.01 -3.43
H 1.09 1.84 -0.52
C -0.62 0.55 -1.92
H 0.55 -0.95 3.71
H 0.35 2.67 0.99
C -0.65 1.04 3.04
C 0.27 0.36 2.34
C 0.70 1.77 0.48
N 0.85 -2.04 0.04
H -2.26 0.82 -0.55
H -0.98 0.71 4.02
O 0.86 -0.80 2.81
H -0.72 1.59 -2.19
N 0.72 0.62 1.06
C -1.63 0.02 -0.96
C -0.17 -0.35 -3.03
H 1.41 -0.41 -1.11
H 0.86 -2.42 0.98
H 0.20 0.22 -3.89

Spin multiplicity: 1
Kohn-Sham gap (spin up / spin down): 7.4 / 5.2 eV
Highest occupied orbital energy (spin up / spin down): -0.25075 / -0.17466 Eh
Total charge: 0


The structure with the greatest stability is model 1.